[1]
Below is a structure of composition C18H14Cl3MoN6O10, with properties calculated with wB97M-V/def2-TZVPD.

ORCA input file:
```
! RIJCOSX wB97M-V def2-TZVPD def2/J DEFGRID3
* xyz 1 3
Mo 0.92 0.84 0.08
O 0.58 2.17 4.14
C 0.29 1.97 2.88
O 0.99 1.24 2.18
C -0.96 2.69 2.46
O -1.21 2.58 1.09
C -1.02 3.76 0.33
C 0.37 3.87 -0.27
O 0.80 4.87 -0.78
O 1.08 2.73 -0.18
H 1.35 1.63 4.40
H -0.91 3.72 2.81
H -1.76 2.18 3.00
H -1.23 4.66 0.92
H -1.73 3.73 -0.50
Cl 7.51 -2.36 0.83
C 5.85 -1.90 0.66
C 5.53 -0.56 0.53
C 4.19 -0.24 0.40
Cl 3.65 1.40 0.21
C 3.18 -1.20 0.38
O 1.91 -0.82 0.23
C 3.54 -2.54 0.49
Cl 2.32 -3.75 0.46
C 4.88 -2.89 0.64
H 6.29 0.21 0.54
H 5.15 -3.93 0.73
O -1.49 -0.13 2.05
C -1.61 -0.45 0.89
O -0.78 -0.01 -0.09
C -2.74 -1.27 0.37
C -2.84 -1.62 -0.97
C -3.90 -2.39 -1.41
C -4.87 -2.81 -0.52
C -4.75 -2.45 0.81
C -3.70 -1.68 1.28
N -5.78 -2.89 1.78
O -6.69 -3.56 1.34
O -5.64 -2.55 2.93
H -2.08 -1.29 -1.67
H -3.98 -2.67 -2.45
H -5.72 -3.41 -0.82
H -3.63 -1.42 2.33
N 0.42 1.69 -5.19
N 0.80 1.02 -4.05
N 1.66 0.03 -4.09
C 1.82 -0.23 -2.81
N 1.08 0.58 -2.05
N 0.43 1.39 -2.88
H 0.47 1.03 -5.96
H -0.51 2.06 -5.05
H 2.46 -1.01 -2.42
*
```

**HOMO-LUMO gap (alpha / beta)**: 6.980 / 7.426 eV
**<S²>**: 2.01
**Molar mass**: 676.64 Da
**Energy relative to the best compared isomer or geometry (same formula, charge and spin)**: 33.75 kJ/mol
**HOMO level (alpha / beta)**: -11.3 / -11.7 eV

Atomic partial charges in e from the Mulliken method, atoms 1 to 8: atom 1 (Mo): 0.938, atom 2 (O): -0.483, atom 3 (C): 0.770, atom 4 (O): -0.466, atom 5 (C): -0.763, atom 6 (O): -0.300, atom 7 (C): -0.385, atom 8 (C): 0.493

=====

[2]
Below is a structure of composition C18H14F2IMnN, with properties calculated with wB97M-V/def2-TZVPD.

ORCA input file:
```
! RIJCOSX wB97M-V def2-TZVPD def2/J DEFGRID3
* xyz 0 6
Mn -1.15 0.55 -0.11
C -1.31 -1.50 -2.52
C -1.46 -0.17 -2.86
C -2.38 0.65 -2.18
C -3.19 0.10 -1.17
C -3.00 -1.24 -0.80
C -2.06 -2.03 -1.46
H -0.61 -2.13 -3.05
H -0.90 0.24 -3.69
H -2.58 1.65 -2.56
H -4.04 0.66 -0.78
H -3.65 -1.68 -0.05
H -1.94 -3.07 -1.18
F 2.95 3.37 -2.45
C 2.60 2.43 -1.54
C 1.28 2.01 -1.48
C 0.88 1.04 -0.56
C 1.87 0.48 0.30
C 3.18 0.95 0.21
F 4.16 0.48 1.02
C 3.57 1.92 -0.69
C 1.42 -0.57 1.23
C 2.23 -1.22 2.17
C 1.69 -2.16 3.02
C 0.35 -2.49 2.89
C -0.39 -1.85 1.92
N 0.10 -0.89 1.13
H 0.58 2.46 -2.17
H 4.58 2.27 -0.73
H 3.28 -0.99 2.25
H 2.30 -2.62 3.78
H -0.12 -3.22 3.53
H -1.44 -2.09 1.78
I -2.75 0.96 2.53
C -1.42 2.19 1.28
H -0.60 2.46 1.95
H -2.01 3.08 1.06
*
```

**HOMO-LUMO gap (alpha / beta)**: 6.967 / 7.849 eV
**<S²>**: 8.77
**Molar mass**: 464.15 Da
**HOMO level (alpha / beta)**: -6.6 / -8.0 eV

Atomic partial charges in e from the Mulliken method, atoms 1 to 8: atom 1 (Mn): -0.203, atom 2 (C): -0.404, atom 3 (C): -0.279, atom 4 (C): -0.535, atom 5 (C): -0.814, atom 6 (C): -0.217, atom 7 (C): -0.259, atom 8 (H): 0.420

=====

[3]
Below is a structure of composition C18H14F5IN2SSn, with properties calculated with wB97M-V/def2-TZVPD.

ORCA input file:
```
! RIJCOSX wB97M-V def2-TZVPD def2/J DEFGRID3
* xyz 2 1
C 1.16 3.70 -0.15
C 3.26 0.17 -0.16
H 0.66 3.91 -1.10
H 2.14 4.20 -0.09
H 0.54 4.05 0.70
H 3.38 -0.02 -1.23
H 4.13 0.70 0.24
H 3.06 -0.78 0.35
C -1.77 1.61 -1.56
C -3.10 1.39 -1.94
C -3.43 0.15 -2.50
C -2.42 -0.80 -2.65
H -1.51 2.55 -1.07
H -3.84 2.18 -1.76
H -4.45 -0.10 -2.81
H -2.65 -1.79 -3.03
N -0.79 0.71 -1.71
C -1.09 -0.50 -2.25
C -0.03 -1.53 -2.34
N 1.19 -1.23 -1.88
C 2.11 -2.20 -1.84
C 0.67 -3.80 -2.90
C 1.92 -3.49 -2.37
H 3.06 -1.97 -1.37
H 2.76 -4.17 -2.38
C -0.32 -2.82 -2.85
H -1.31 -3.00 -3.27
H 0.46 -4.76 -3.39
Sn 1.62 1.57 -0.05
I -0.86 2.62 1.94
F -1.16 1.30 6.24
C -0.75 0.76 5.07
C 0.57 0.91 4.65
F 1.45 1.60 5.42
C 0.93 0.44 3.39
F 2.13 0.79 2.85
C 0.02 -0.26 2.56
S 0.39 -0.63 0.93
C -1.30 -0.43 3.05
F -2.19 -1.07 2.26
C -1.69 0.08 4.28
F -2.96 -0.04 4.71
*
```

**HOMO-LUMO gap (alpha / beta)**: 4.414 / 4.821 eV
**Molar mass**: 631.00 Da
**Energy relative to the best compared isomer or geometry (same formula, charge and spin)**: 302.59 kJ/mol
**HOMO level (alpha / beta)**: -14.6 / -14.6 eV

Atomic partial charges in e from the Mulliken method, atoms 1 to 8: atom 1 (C): -1.114, atom 2 (C): -1.285, atom 3 (H): 0.379, atom 4 (H): 0.445, atom 5 (H): 0.304, atom 6 (H): 0.436, atom 7 (H): 0.561, atom 8 (H): 0.350

=====

[4]
Below is an isolated molecule of C18H14N2O4, with properties calculated with wB97M-V/def2-TZVPD.

ORCA input file:
```
! RIJCOSX wB97M-V def2-TZVPD def2/J DEFGRID3
* xyz 0 1
N -3.84 0.31 4.57
C -2.64 -0.44 4.11
C -1.97 0.14 2.81
O -1.68 1.55 2.92
C -2.76 -0.22 1.46
C -1.83 0.16 0.27
C -1.94 1.47 -0.45
C -1.03 1.85 -1.57
C 0.02 0.91 -2.00
C 0.14 -0.41 -1.32
C -0.78 -0.78 -0.21
N -0.56 -2.13 0.39
C -1.37 -2.88 -0.21
O -1.95 -3.84 -0.51
C 1.28 -1.38 -1.82
O 1.12 -2.57 -1.97
C 2.65 -0.66 -2.13
C 3.96 -1.20 -1.76
C 5.23 -0.48 -2.03
C 5.09 0.83 -2.74
C 3.76 1.40 -3.12
C 2.52 0.67 -2.81
C 1.08 1.22 -3.13
O 0.80 1.78 -4.16
H -4.56 -0.36 4.84
H -3.60 0.87 5.40
H -1.87 -0.38 4.93
H -2.89 -1.53 3.97
H -0.96 -0.36 2.71
H -0.85 1.74 2.43
H -2.94 -1.33 1.47
H -3.76 0.28 1.39
H -2.72 2.21 -0.12
H -1.16 2.85 -2.04
H 3.98 -2.20 -1.24
H 6.24 -0.85 -1.73
H 6.06 1.36 -2.97
H 3.74 2.39 -3.64
*
```

**SMILES**: NC[C@H](O)Cc1ccc2c(c1N=C=O)C(=O)c1ccccc1C2=O
**HOMO-LUMO gap**: 8.357 eV
**Molar mass**: 322.32 Da
**Energy relative to the best compared isomer or geometry (same formula, charge and spin)**: 389.92 kJ/mol
**HOMO level**: -9.2 eV

Atomic partial charges in e from the Mulliken method, atoms 1 to 8: atom 1 (N): -0.573, atom 2 (C): -0.637, atom 3 (C): 0.178, atom 4 (O): -0.587, atom 5 (C): -0.874, atom 6 (C): 0.086, atom 7 (C): -0.467, atom 8 (C): -0.896